The following is a DFT calculation (wB97M-V/def2-TZVPD) of a molecular structure, C23H33CrF3O15S at a distorted geometry.

Structure (XYZ):
```
76
Properties=species:S:1:pos:R:3
Cr 15.504 9.062 -5.830
C 18.473 11.928 -6.384
C 17.374 10.955 -6.170
O 17.550 9.690 -6.098
O 16.144 11.167 -6.062
H 19.188 11.901 -5.565
H 18.164 12.971 -6.445
H 18.980 11.721 -7.326
C 11.864 11.268 -7.056
F 12.923 12.044 -7.303
F 10.796 12.041 -6.835
F 11.594 10.481 -8.109
S 12.206 10.139 -5.572
O 11.937 10.968 -4.430
O 11.475 8.934 -5.817
O 13.672 9.897 -5.672
O 19.706 10.410 -0.850
C 20.353 11.136 -1.551
O 19.810 11.590 -2.705
C 20.795 12.323 -3.463
C 22.101 12.297 -2.687
C 21.782 11.600 -1.348
H 20.491 13.367 -3.556
H 20.889 11.944 -4.480
H 22.409 13.320 -2.469
H 22.857 11.828 -3.313
H 21.791 12.213 -0.453
H 22.419 10.719 -1.334
O 15.381 9.658 -3.772
C 15.325 9.504 -2.574
O 14.511 8.614 -2.017
C 14.414 8.840 -0.570
C 15.078 10.190 -0.389
C 16.108 10.259 -1.510
H 15.033 8.046 -0.144
H 13.393 8.773 -0.217
H 15.250 10.499 0.639
H 14.261 10.864 -0.689
H 17.036 9.788 -1.193
H 16.282 11.312 -1.713
O 21.323 14.719 -12.618
C 20.913 14.332 -11.576
O 19.742 14.673 -10.985
C 19.593 13.947 -9.766
C 20.671 12.801 -9.752
C 21.706 13.480 -10.625
H 18.680 13.351 -9.853
H 19.528 14.685 -8.968
H 20.368 11.817 -10.105
H 21.037 12.626 -8.737
H 22.437 12.908 -11.193
H 22.342 14.135 -10.021
O 17.096 7.385 -4.663
C 17.440 7.092 -3.540
O 17.898 7.981 -2.657
C 18.440 7.300 -1.523
C 18.773 5.888 -2.002
C 17.675 5.637 -3.039
H 17.696 7.290 -0.724
H 19.367 7.807 -1.261
H 18.728 5.215 -1.145
H 19.773 5.758 -2.410
H 16.710 5.303 -2.649
H 17.947 4.952 -3.835
O 21.758 16.404 -2.111
C 21.331 16.641 -3.196
O 21.117 15.657 -4.102
C 20.462 16.175 -5.298
C 20.028 17.591 -4.883
C 21.004 17.998 -3.786
H 19.698 15.506 -5.672
H 21.189 16.372 -6.089
H 19.021 17.559 -4.463
H 19.994 18.310 -5.700
H 20.503 18.582 -3.020
H 21.990 18.390 -4.036
```

**Charge**: +1
**E**: -3766.820377 Ha
**Gap between HOMO and LUMO (alpha / beta)**: 4.966 / 7.505 eV
**HOMO (alpha / beta)**: -12.11 / -12.11 eV
**Multiplicity**: 4
**ΔE to the lowest compared entry with this formula, charge and spin**: 8.99 kcal/mol